one | # C4H5NO3

An isolated molecule of C4H5NO3 (ωB97M-V with the def2-TZVPD basis set, OMol25).

```
13
Properties=species:S:1:pos:R:3:mulliken_charge:R:1
C -0.748 0.741 -0.202 0.418
C 0.780 0.322 -0.461 0.298
C 1.734 0.877 0.398 -0.909
O -1.366 0.942 -1.397 -0.460
O -1.224 1.114 0.844 -0.540
H -2.222 1.357 -1.192 0.348
H 0.983 0.427 -1.523 0.260
H 2.536 1.493 0.016 0.288
H 1.631 0.762 1.468 0.277
N -0.849 -2.217 1.131 -0.315
C -0.350 -1.713 0.154 0.240
O 0.791 -1.335 -0.276 -0.219
H -1.695 -2.768 1.039 0.314
```

The net charge is 0. The value obtained for the molar mass is 115.09 g mol⁻¹. The value obtained for the orbital gap (spin up / spin down) is 8.087 / 5.736 eV. The multiplicity is 1.

two | # C4H5NO3

An isolated molecule of C4H5NO3 (ωB97M-V with the def2-TZVPD basis set, OMol25).

```
13
Properties=species:S:1:pos:R:3:mulliken_charge:R:1
C 2.099 -0.876 0.393 -0.717
C 0.838 -0.919 -0.045 -0.041
N -0.056 0.163 -0.304 0.226
C 0.154 1.504 -0.244 0.025
O 1.156 2.134 0.045 -0.541
O -1.243 -0.197 -0.895 -0.264
C -2.304 -0.100 -0.024 0.173
O -2.207 0.361 1.065 -0.406
H 2.528 -1.860 0.389 0.247
H 2.585 0.076 0.636 0.296
H 0.402 -1.942 -0.145 0.275
H -0.748 2.079 -0.340 0.361
H -3.204 -0.422 -0.531 0.366
```

The net charge is 0. The value obtained for the molar mass is 115.09 g mol⁻¹. The value obtained for the orbital gap is 10.064 eV. The multiplicity is 1.

Stability summary - winner: two; margin: 48.4 kcal/mol.

one | # C3H3NO3

A cluster of 2 separate species, C3H3NO3 in total (ωB97M-V with the def2-TZVPD basis set, OMol25).

```
10
Properties=species:S:1:pos:R:3:mulliken_charge:R:1
C 2.412 -1.338 -0.061 -0.016
C 0.402 0.400 0.116 0.219
C 0.843 1.634 -0.168 -0.116
N -0.595 -0.287 0.387 -0.063
O 1.172 2.497 0.627 -0.524
O 3.181 -0.472 0.046 -0.128
O -0.495 -1.624 0.727 -0.326
H 0.366 -1.936 0.411 0.441
H 1.271 1.694 -1.270 0.213
H -1.541 0.175 0.649 0.301
```

The net charge is 0. The value obtained for the molar mass is 101.06 g mol⁻¹. The value obtained for the orbital gap is 9.315 eV. The multiplicity is 1.

two | # C3H3NO3

An isolated molecule of C3H3NO3 (ωB97M-V with the def2-TZVPD basis set, OMol25).

```
10
Properties=species:S:1:pos:R:3:mulliken_charge:R:1
H 0.397 0.796 -2.137 0.256
N 0.952 0.675 -1.300 -0.506
C 0.388 0.100 -0.327 0.480
C 0.974 1.139 0.651 0.101
O 0.319 2.089 0.983 -0.468
O -0.775 -0.621 -0.500 -0.274
C -1.298 -1.509 0.407 0.170
O -0.813 -1.821 1.450 -0.425
H 2.061 1.028 0.784 0.315
H -2.244 -1.896 -0.007 0.351
```

The net charge is 0. The value obtained for the molar mass is 101.06 g mol⁻¹. The value obtained for the orbital gap is 10.588 eV. The multiplicity is 1.

three | # C3H3NO3

An isolated molecule of C3H3NO3 (ωB97M-V with the def2-TZVPD basis set, OMol25).

```
10
Properties=species:S:1:pos:R:3:mulliken_charge:R:1
O 2.473 -0.927 0.001 -0.528
C 1.362 -0.491 0.021 0.384
N 0.974 0.834 -0.113 -0.158
C -0.443 0.983 0.024 -0.409
C -0.867 -0.284 -0.002 0.545
O -2.140 -0.716 0.024 -0.494
O 0.130 -1.217 0.002 -0.334
H 1.714 1.541 0.278 0.287
H -1.014 1.936 -0.001 0.353
H -2.189 -1.659 -0.234 0.354
```

The net charge is 0. The value obtained for the molar mass is 101.06 g mol⁻¹. The value obtained for the orbital gap is 8.991 eV. The multiplicity is 1.

Stability summary - winner: three; margin: 42.7 kcal/mol.

one | # C3H3NO3

An isolated molecule of C3H3NO3 (ωB97M-V with the def2-TZVPD basis set, OMol25).

```
10
Properties=species:S:1:pos:R:3:mulliken_charge:R:1
O 0.468 1.974 -1.059 -0.622
C 0.298 0.985 -0.243 0.437
C 0.239 0.713 1.069 -0.499
C -0.529 -0.523 1.214 0.101
O -0.786 -1.205 0.087 -0.291
N -0.132 -0.246 -0.971 0.189
O 0.688 -0.836 -1.782 -0.311
H 0.630 1.255 2.002 0.307
H -1.048 -0.978 2.116 0.348
H 0.172 -1.138 -2.432 0.341
```

The net charge is 0. The value obtained for the molar mass is 101.06 g mol⁻¹. The value obtained for the orbital gap is 9.488 eV. The multiplicity is 1.

two | # C3H3NO3

An isolated molecule of C3H3NO3 (ωB97M-V with the def2-TZVPD basis set, OMol25).

```
10
Properties=species:S:1:pos:R:3:mulliken_charge:R:1
C 0.392 1.914 1.281 -0.227
N -0.406 0.905 1.086 -0.408
O 0.182 0.141 0.074 -0.013
C -0.539 -0.953 -0.246 0.648
O -1.484 -1.343 0.419 -0.479
C 0.027 -1.614 -1.462 -0.025
O 0.798 -1.076 -2.192 -0.399
H 0.075 2.635 1.990 0.322
H 1.308 2.077 0.677 0.267
H -0.353 -2.688 -1.626 0.315
```

The net charge is 0. The value obtained for the molar mass is 101.06 g mol⁻¹. The value obtained for the orbital gap is 9.907 eV. The multiplicity is 1.

Stability summary - winner: two; margin: 57.4 kcal/mol.

one | # C3H3NO3

A structure of composition C3H3NO3 (ωB97M-V with the def2-TZVPD basis set, OMol25).

```
10
Properties=species:S:1:pos:R:3:mulliken_charge:R:1
C 0.553 -1.239 0.017 -0.292
C 0.624 1.089 0.060 -0.137
C -1.113 -0.167 -0.234 0.180
N 1.319 -0.107 -0.021 0.517
O 2.572 -0.094 -0.026 -0.707
O -0.671 1.042 0.010 -0.221
O -2.344 -0.604 0.130 -0.344
H 0.658 -2.348 -0.199 0.321
H 1.088 2.143 -0.077 0.350
H -2.686 0.286 0.340 0.333
```

The net charge is 0. The value obtained for the molar mass is 101.06 g mol⁻¹. The value obtained for the orbital gap (spin up / spin down) is 7.817 / 7.815 eV. The multiplicity is 1.

two | # C3H3NO3

An isolated molecule of C3H3NO3 (ωB97M-V with the def2-TZVPD basis set, OMol25).

```
10
Properties=species:S:1:pos:R:3:mulliken_charge:R:1
O -1.468 -2.121 -0.599 -0.389
C -0.415 -1.833 -0.114 0.005
N -0.124 -0.544 0.428 -0.218
C -0.082 0.543 -0.425 0.747
O -0.373 0.497 -1.593 -0.506
C 0.431 1.841 0.216 -0.115
O 0.575 2.833 -0.442 -0.377
H 0.438 -2.528 -0.092 0.347
H 0.348 -0.498 1.323 0.250
H 0.672 1.811 1.298 0.256
```

The net charge is 0. The value obtained for the molar mass is 101.06 g mol⁻¹. The value obtained for the orbital gap is 9.738 eV. The multiplicity is 1.

three | # C3H3NO3

An isolated molecule of C3H3NO3 (ωB97M-V with the def2-TZVPD basis set, OMol25).

```
10
Properties=species:S:1:pos:R:3:mulliken_charge:R:1
H 0.347 1.686 -0.881 0.292
N -0.557 1.340 -0.585 -0.577
C -0.481 0.221 -0.036 0.623
C -1.731 -0.433 0.477 -0.172
O -2.039 -1.073 -0.501 -0.362
O 0.537 -0.746 -0.119 -0.206
C 1.802 -0.311 0.059 0.166
O 2.126 0.834 0.199 -0.477
H -2.482 -0.343 1.309 0.344
H 2.479 -1.175 0.079 0.370
```

The net charge is 0. The value obtained for the molar mass is 101.06 g mol⁻¹. The value obtained for the orbital gap is 10.340 eV. The multiplicity is 1.

Stability summary - winner: two; margin: 25.3 kcal/mol.

one | # C3H3NO3

An isolated molecule of C3H3NO3 (ωB97M-V with the def2-TZVPD basis set, OMol25).

```
10
Properties=species:S:1:pos:R:3:mulliken_charge:R:1
H -1.861 -0.350 -1.692 0.296
N -1.311 -1.023 -1.156 -0.584
C -0.474 -0.448 -0.419 0.595
C 0.437 -1.292 0.470 -0.029
O 1.118 -2.152 -0.019 -0.413
O -0.388 0.946 -0.425 -0.310
C 0.483 1.616 0.367 0.202
O 1.198 1.135 1.200 -0.458
H 0.377 -1.118 1.554 0.332
H 0.421 2.687 0.121 0.370
```

The net charge is 0. The value obtained for the molar mass is 101.06 g mol⁻¹. The value obtained for the orbital gap is 10.690 eV. The multiplicity is 1.

two | # C3H3NO3

An isolated molecule of C3H3NO3 (ωB97M-V with the def2-TZVPD basis set, OMol25).

```
10
Properties=species:S:1:pos:R:3:mulliken_charge:R:1
C 0.193 -1.331 0.517 -1.145
C 0.224 -0.018 -0.198 0.184
C 1.195 0.864 0.003 0.775
O 2.048 1.631 0.226 -0.394
O -0.791 0.226 -1.063 -0.330
N -1.121 1.725 -0.775 0.242
O -2.303 1.936 -0.801 -0.239
H -0.061 -1.190 1.574 0.274
H 1.161 -1.836 0.442 0.327
H -0.545 -2.006 0.076 0.306
```

The net charge is 0. The value obtained for the molar mass is 101.06 g mol⁻¹. The value obtained for the orbital gap is 7.307 eV. The multiplicity is 1.

Stability summary - winner: one; margin: 83.8 kcal/mol.

one | # C2H7N3S

An isolated molecule of C2H7N3S (ωB97M-V with the def2-TZVPD basis set, OMol25).

```
13
Properties=species:S:1:pos:R:3:mulliken_charge:R:1
C 0.390 0.317 -1.361 -1.012
C -0.210 0.855 -0.080 -0.090
N 0.474 0.091 1.383 -0.319
N -0.712 -0.210 2.016 -0.166
N -1.811 -0.642 1.347 -0.412
S -2.014 0.559 -0.002 -0.103
H -0.322 0.687 -2.190 0.295
H 0.487 -0.798 -1.343 0.271
H 1.358 0.714 -1.552 0.325
H -0.226 1.940 -0.128 0.284
H 0.831 -0.763 0.995 0.308
H -1.098 0.563 2.570 0.308
H -1.482 -1.348 0.549 0.311
```

The net charge is 0. The value obtained for the molar mass is 105.17 g mol⁻¹. The value obtained for the orbital gap is 9.570 eV. The multiplicity is 1.

two | # C2H7N3S

An isolated molecule of C2H7N3S (ωB97M-V with the def2-TZVPD basis set, OMol25).

```
13
Properties=species:S:1:pos:R:3:mulliken_charge:R:1
C 2.538 0.896 0.174 -0.777
S 1.514 -0.570 -0.151 -0.042
N -0.036 0.056 -0.070 -0.500
C -1.001 -0.784 0.129 0.028
N -2.263 -0.341 0.196 -0.008
N -2.497 0.986 -0.209 -0.655
H 2.408 1.656 -0.596 0.257
H 2.283 1.352 1.186 0.252
H 3.569 0.525 0.290 0.297
H -0.831 -1.845 0.240 0.341
H -3.060 -0.953 0.159 0.229
H -1.690 1.265 -0.738 0.335
H -2.554 1.543 0.644 0.244
```

The net charge is 0. The value obtained for the molar mass is 105.17 g mol⁻¹. The value obtained for the orbital gap is 8.494 eV. The multiplicity is 1.

Stability summary - winner: two; margin: 50.7 kcal/mol.